Record 1
The following is a quantum chemistry calculation of a 5-piece molecular cluster, H12NO4 overall at a distorted geometry, from the Open Molecules 2025 dataset.

The HOMO energy (alpha / beta) is -18.75 / -18.54 eV. Its charge is +2. Its energy above the lowest of the compared OMol25 structures with the same formula, charge and spin is 0.3736 eV. The value obtained for the calculated total energy is -362.1202 hartree. Its strongest force on any atom is 1.200 eV/A. Its spin multiplicity is 2. Its gap between HOMO and LUMO (alpha / beta) is 0.42581 / 0.09919 Ha.

The geometry in XYZ format:
```
17
Properties=species:S:1:pos:R:3:forces:R:3:mulliken_spin:R:1
N -0.313 -0.020 0.323 -0.5 0.0 0.9 -0.0009
H -0.190 -0.557 1.188 -0.1 -1.2 0.3 0.0020
H -0.115 -0.546 -0.521 0.0 -0.6 -0.2 -0.0010
H 0.414 0.683 0.390 -0.4 0.6 -0.4 -0.0018
H -1.285 0.271 0.353 0.0 0.5 -0.2 0.0002
H 2.827 0.304 -0.064 0.2 -0.1 -0.5 -0.0059
H 2.156 0.014 -1.497 0.5 0.1 0.1 -0.0061
O 1.999 0.170 -0.553 0.2 0.2 0.1 0.2136
H -0.637 4.067 -1.116 0.1 0.0 -0.4 -0.0161
H -1.071 3.836 0.343 0.0 -0.1 0.2 -0.0179
O -0.723 3.355 -0.442 -0.1 0.3 0.1 0.6649
H -0.949 -2.047 -2.374 -0.1 0.5 0.3 -0.0052
H 0.406 -2.355 -2.794 0.6 0.5 0.3 -0.0046
O -0.050 -1.692 -2.235 -0.5 -0.8 -0.6 0.1577
H -0.944 -2.587 2.778 0.1 0.2 0.1 -0.0007
H -0.937 -1.208 3.495 0.1 -0.4 -0.1 -0.0007
O -0.587 -1.689 2.728 -0.1 0.5 -0.2 0.0223
```
Positions in Å, forces in eV/Å.

Record 2
The following is a quantum chemistry calculation of a 6-piece molecular cluster, H12O5S overall at a distorted geometry, from the Open Molecules 2025 dataset.

The HOMO energy (alpha / beta) is 0.54 / -6.07 eV. Its charge is -1. Its energy above the lowest of the compared OMol25 structures with the same formula, charge and spin is 1.5662 eV. The value obtained for the calculated total energy is -781.4971 hartree. Its strongest force on any atom is 4.291 eV/A. Its spin multiplicity is 2. Its gap between HOMO and LUMO (alpha / beta) is 0.09081 / 0.33355 Ha.

The geometry in XYZ format:
```
18
Properties=species:S:1:pos:R:3:forces:R:3:mulliken_spin:R:1
S -1.301 1.931 0.101 -1.2 -1.6 0.4 0.5234
H -1.216 1.724 1.428 0.3 0.2 -0.1 -0.1560
H -2.067 0.714 0.045 0.8 1.5 -0.2 0.0084
H 0.433 -0.911 -1.762 0.9 -1.1 0.4 -0.0682
H -0.142 0.331 -1.269 -0.2 1.8 2.6 0.0269
O -0.016 -0.139 -2.041 -0.6 -0.8 -3.4 0.2274
H -3.565 1.951 -2.995 0.1 0.2 0.4 -0.0247
H -4.055 0.534 -2.847 0.5 1.8 1.7 -0.0183
O -3.849 1.362 -2.281 -0.6 -2.0 -2.1 0.0958
H 2.065 1.581 -0.263 0.2 0.2 -0.5 -0.0981
H 1.535 0.600 0.761 2.0 -0.5 -3.1 0.1121
O 2.128 0.617 -0.192 -2.1 0.2 3.7 0.1527
H 0.774 -3.953 2.616 -1.1 1.5 -1.1 -0.0597
H 0.757 -2.558 1.938 0.9 1.1 -0.2 -0.0580
O 0.201 -3.299 2.103 0.2 -2.6 1.3 0.2503
H 4.287 -1.268 1.516 -0.4 -0.8 0.3 -0.0591
H 4.176 -2.798 2.032 -0.3 1.5 -0.3 -0.0955
O 3.765 -1.896 2.060 0.5 -0.8 0.0 0.2406
```
Positions in Å, forces in eV/Å.

Record 3
The following is a quantum chemistry calculation of a 6-piece molecular cluster, H12O5S overall at a distorted geometry, from the Open Molecules 2025 dataset.

The HOMO energy is -9.49 eV. Its energy above the lowest of the compared OMol25 structures with the same formula, charge and spin is 0.4672 eV. The value obtained for the calculated total energy is -781.5690 hartree. Its strongest force on any atom is 2.229 eV/A. Its spin multiplicity is 1. Its gap between HOMO and LUMO is 0.36039 Ha.

The geometry in XYZ format:
```
18
Properties=species:S:1:pos:R:3:forces:R:3:nbo_charge:R:1
O -1.504 -1.378 0.973 -0.4 0.4 -0.4 -1.0076
H -1.896 -0.671 0.394 0.4 -0.4 0.4 0.5147
H -2.250 -1.886 1.304 0.0 0.0 0.0 0.4769
O 1.347 -0.916 1.373 -0.2 -0.5 0.2 -0.9744
H 0.417 -1.119 1.551 -0.4 0.3 -0.2 0.4950
H 1.721 -1.806 1.435 0.4 0.4 -0.1 0.4734
O -0.050 1.876 1.645 0.4 -0.3 -0.8 -0.9527
H -0.164 1.666 2.565 -0.2 0.0 0.7 0.4697
H 0.534 1.159 1.343 -0.1 0.2 0.1 0.4813
O -0.300 -1.326 -2.249 0.0 -2.1 0.8 -0.9403
H -0.160 -2.122 -2.784 0.2 0.8 -1.2 0.4699
H -0.416 -1.904 -1.464 -0.2 1.3 0.6 0.4718
O -1.859 0.653 -0.929 0.0 -0.1 0.1 -0.9561
H -1.806 1.557 -0.606 0.1 0.1 0.2 0.4878
H -0.951 0.412 -1.157 -0.2 0.0 -0.3 0.4908
S 2.540 1.856 -1.739 -0.1 -0.1 0.1 -0.2828
H 1.655 1.356 -0.859 0.2 0.0 -0.1 0.1398
H 3.141 2.591 -0.794 0.0 0.0 0.0 0.1429
```
Positions in Å, forces in eV/Å.

Record 4
The following is a quantum chemistry calculation of a 6-piece molecular cluster, H12O5S2 overall at a distorted geometry, from the Open Molecules 2025 dataset.

The HOMO energy is -9.16 eV. Its energy above the lowest of the compared OMol25 structures with the same formula, charge and spin is 0.9790 eV. The value obtained for the calculated total energy is -1179.7413 hartree. Its strongest force on any atom is 1.212 eV/A. Its spin multiplicity is 1. Its gap between HOMO and LUMO is 0.32948 Ha.

The geometry in XYZ format:
```
19
Properties=species:S:1:pos:R:3:forces:R:3:nbo_charge:R:1
S 2.754 1.273 -1.807 0.3 -0.1 0.1 -0.1224
S 3.789 -0.563 -2.010 0.1 0.2 -0.2 -0.1617
H 2.131 1.160 -2.990 0.0 -0.1 0.1 0.1478
H 4.111 -0.699 -0.713 -0.2 0.1 0.0 0.1437
O -0.860 1.092 -1.109 0.0 0.1 0.1 -0.9506
H -0.672 1.176 -0.165 -0.2 0.0 -0.1 0.4734
H -1.647 1.636 -1.225 0.0 -0.1 -0.1 0.4717
O -1.294 0.661 1.989 0.8 -0.7 -0.5 -0.9637
H -0.330 0.688 1.874 -0.1 0.7 0.6 0.4626
H -1.348 -0.244 1.620 -0.7 0.1 0.2 0.4978
O -2.793 0.891 4.838 -0.1 -0.2 -0.6 -0.9435
H -2.452 1.095 3.953 0.3 0.2 0.2 0.4828
H -3.284 0.088 4.630 -0.1 -0.1 0.4 0.4590
O 0.442 -1.023 -3.178 0.3 0.1 0.2 -0.9345
H 1.284 -0.731 -2.800 -0.3 0.0 0.1 0.4641
H 0.633 -1.936 -3.393 -0.1 -0.3 -0.2 0.4642
O -0.353 -1.546 0.499 -0.1 -0.1 -0.1 -0.9719
H -0.711 -1.441 -0.394 0.1 0.2 0.0 0.5021
H 0.602 -1.578 0.382 0.0 0.0 -0.1 0.4791
```
Positions in Å, forces in eV/Å.

Record 5
The following is a quantum chemistry calculation of a 6-piece molecular cluster, H12O6 overall at a distorted geometry, from the Open Molecules 2025 dataset.

The HOMO energy is -10.46 eV. Its energy above the lowest of the compared OMol25 structures with the same formula, charge and spin is 2.2901 eV. The value obtained for the calculated total energy is -458.5883 hartree. Its strongest force on any atom is 1.706 eV/A. Its spin multiplicity is 1. Its gap between HOMO and LUMO is 0.39711 Ha.

The geometry in XYZ format:
```
18
Properties=species:S:1:pos:R:3:forces:R:3:nbo_charge:R:1
O 0.636 -0.458 0.370 -1.3 -0.4 1.0 -0.9299
H 1.388 -1.044 0.514 -0.4 0.2 -0.2 0.4613
H 0.950 0.403 0.668 0.1 -0.2 -0.2 0.4701
O 2.713 0.069 -0.540 1.5 0.4 -0.5 -0.9460
H 3.149 0.591 -1.224 0.0 0.0 0.0 0.4789
H 3.438 -0.245 0.012 0.2 0.1 -0.1 0.4655
O -0.703 -3.677 -3.480 0.1 0.2 0.0 -0.9374
H 0.142 -3.381 -3.123 -0.1 0.0 0.0 0.4678
H -1.219 -2.867 -3.561 0.0 -0.1 0.0 0.4695
O -1.270 -3.154 1.425 0.1 -0.1 0.2 -0.9280
H -0.380 -3.497 1.565 -0.1 0.1 -0.1 0.4631
H -1.514 -2.778 2.278 0.0 0.0 -0.1 0.4651
O 0.273 3.856 2.035 -0.1 0.0 0.0 -0.9402
H 0.122 4.658 1.522 0.0 -0.1 0.0 0.4721
H -0.464 3.282 1.797 0.1 0.1 0.0 0.4676
O -2.159 2.881 -0.350 0.0 0.1 0.3 -0.9383
H -3.056 3.197 -0.191 0.1 0.0 -0.1 0.4702
H -2.048 2.163 0.283 0.0 -0.1 -0.2 0.4688
```
Positions in Å, forces in eV/Å.

Record 6
The following is a quantum chemistry calculation of a 6-piece molecular cluster, H12O6 overall at a distorted geometry, from the Open Molecules 2025 dataset.

The HOMO energy is -10.82 eV. Its energy above the lowest of the compared OMol25 structures with the same formula, charge and spin is 1.6756 eV. The value obtained for the calculated total energy is -458.6109 hartree. Its strongest force on any atom is 3.297 eV/A. Its spin multiplicity is 1. Its gap between HOMO and LUMO is 0.40801 Ha.

The geometry in XYZ format:
```
18
Properties=species:S:1:pos:R:3:forces:R:3:nbo_charge:R:1
O -0.461 -0.262 -0.708 0.4 -2.0 -0.3 -0.9658
H -1.207 -0.029 -1.217 -1.5 0.2 -1.0 0.4728
H -0.213 0.541 -0.305 0.7 1.9 1.0 0.4856
O 1.475 0.450 -2.740 0.7 0.0 -0.5 -0.9527
H 1.245 1.375 -2.704 -0.1 0.4 0.0 0.4597
H 0.790 0.000 -2.255 -0.4 -0.4 0.5 0.4816
O 0.777 -2.874 -0.395 0.5 -1.3 0.0 -0.9973
H 0.056 -3.526 -0.512 0.4 1.4 0.1 0.4764
H 0.524 -1.945 -0.324 -0.9 -0.4 -0.1 0.5122
O 0.504 1.746 0.888 -0.1 0.3 -0.2 -0.9335
H 0.052 1.049 1.373 0.1 -0.1 0.4 0.4882
H 1.355 1.382 0.634 0.2 -0.1 0.0 0.4713
O -2.737 2.002 0.957 0.1 -3.2 -0.9 -0.9231
H -3.111 1.089 0.724 1.3 1.6 0.4 0.4605
H -3.564 2.408 1.098 -1.4 1.5 0.5 0.4634
O 1.137 -1.039 1.712 1.4 -0.3 0.6 -0.9706
H 1.873 -0.413 1.916 -0.7 -1.0 -0.1 0.4691
H 1.504 -1.955 1.860 -0.5 1.4 -0.4 0.5022
```
Positions in Å, forces in eV/Å.